Record 1
This record from OMol25 describes C5H7NO4 as an isolated structure in a non-equilibrium geometry. The level of theory is the ωB97M-V functional and the def2-TZVPD basis.

E_HOMO   -0.3480 hartree
HOMO-LUMO gap   9.785 eV
E_LUMO   0.31 eV

Last column: Mulliken charge in e.
Geometry (Å):
C 1.57 0.37 -1.10  0.15
O 3.43 4.56 -0.73  -0.48
O -0.02 -2.14 -3.06  -0.57
O 2.01 3.40 0.66  -0.41
C 1.64 -1.01 -0.58  -0.17
C 0.62 -1.60 -2.19  0.51
H 2.50 0.92 -0.90  0.25
H -0.40 0.77 -0.62  0.23
H 2.73 -0.85 -2.71  0.35
C 2.32 4.35 -0.29  0.22
H 0.44 2.17 -0.96  0.22
N 0.41 1.18 -1.17  -0.55
H 2.81 2.86 0.88  0.32
H 2.28 -1.46 0.16  0.34
O 0.37 -1.68 -0.86  -0.38
H 1.40 4.81 -0.68  0.36
C 1.85 -0.78 -2.08  -0.39

---

Record 2
This record from OMol25 describes a 2-piece molecular cluster, C5H7NO4 overall in a non-equilibrium geometry. The level of theory is the ωB97M-V functional and the def2-TZVPD basis.

E_HOMO   -0.3948 hartree
HOMO-LUMO gap   11.075 eV
SMILES   N#C[C@@H]1COC(=O)CO1.O
E_LUMO   0.33 eV

Last column: Mulliken charge in e.
Geometry (Å):
C 0.75 1.32 0.46  -0.01
C 0.46 -1.13 0.56  -0.64
O 0.35 0.08 -1.49  -0.38
H -0.84 3.03 2.64  0.29
H 0.05 -1.12 -3.10  0.30
C -0.41 -0.92 -2.12  -0.22
H -1.45 -0.60 -2.28  0.25
C -0.49 -2.24 -1.37  0.56
H 0.11 -1.17 1.60  0.33
O -0.91 -3.24 -1.89  -0.56
N 1.40 2.23 0.78  -0.45
H 1.55 -1.24 0.54  0.34
O -0.12 3.27 3.23  -0.65
H 0.65 3.48 2.64  0.36
C 0.04 0.17 -0.12  0.54
H -1.04 0.33 0.03  0.26
O -0.11 -2.26 -0.10  -0.30

---

Record 3
This record from OMol25 describes C5H7NOS as an isolated structure in a non-equilibrium geometry. The level of theory is the ωB97M-V functional and the def2-TZVPD basis.

E_HOMO   -0.3192 hartree
HOMO-LUMO gap   8.967 eV
E_LUMO   0.28 eV

Last column: Mulliken charge in e.
Geometry (Å):
H 0.23 3.17 -0.97  0.23
H -0.13 1.69 -2.29  0.36
H 0.96 -3.00 0.97  0.31
O 0.07 -1.08 0.62  -0.23
H -0.74 -2.80 1.28  0.22
H 0.13 2.51 1.27  0.36
C 0.00 1.03 -0.46  0.46
C 0.17 1.40 0.96  -1.02
C 0.25 2.02 -1.37  -0.68
H -0.88 1.10 1.41  0.25
H 1.05 0.83 1.61  0.16
C -0.39 -0.48 -0.59  0.46
C 0.12 -2.50 0.44  -0.31
N -0.63 -1.06 -1.66  -0.50
S -0.20 -2.84 -1.21  -0.07

---

Record 4
This record from OMol25 describes a 2-piece molecular cluster, C5H7NOS overall in a non-equilibrium geometry. The level of theory is the ωB97M-V functional and the def2-TZVPD basis.

E_HOMO   -0.3107 hartree
HOMO-LUMO gap   8.739 eV
E_LUMO   0.28 eV

Last column: Mulliken charge in e.
Geometry (Å):
C 1.14 0.77 -0.09  0.37
H 3.18 1.42 0.86  0.29
H -3.05 0.23 1.51  0.15
C 1.21 -0.57 -0.14  0.17
O -0.04 -1.15 -0.10  -0.40
N 2.03 1.82 0.10  -0.62
C -1.00 -0.13 -0.02  0.26
H 2.08 -2.35 1.04  0.23
S -2.71 -0.07 -0.04  -0.29
H 2.26 2.30 -0.87  0.29
C -0.33 1.03 -0.07  -0.14
H 3.40 -1.06 0.19  0.29
H -1.14 1.91 0.11  0.19
C 2.36 -1.53 0.09  -1.07
H 2.47 -2.35 -0.75  0.27

---

Record 5
This record from OMol25 describes one molecule with the formula C5H7NOS in a non-equilibrium geometry. The level of theory is the ωB97M-V functional and the def2-TZVPD basis.

E_HOMO   -0.2876 hartree
HOMO-LUMO gap   8.105 eV
SMILES   NC1=C(C=S)CCO1
E_LUMO   0.28 eV

Last column: Mulliken charge in e.
Geometry (Å):
H -1.59 1.08 -1.74  0.21
H 2.11 -1.03 1.34  0.26
H 1.98 0.87 -0.11  0.27
H -2.02 -1.14 -1.46  0.20
C 1.09 0.75 0.51  -0.48
H 0.87 -0.36 2.38  0.25
H -1.58 -2.46 -0.40  0.26
C -0.13 0.51 -0.33  0.54
C -0.72 1.41 -1.23  -0.72
S -0.19 2.93 -1.56  -0.32
H 0.97 1.67 1.13  0.33
C -0.55 -0.78 -0.10  0.46
O 0.17 -1.44 0.81  -0.46
C 1.15 -0.52 1.37  -0.37
N -1.58 -1.49 -0.61  -0.43

---

Record 6
This record from OMol25 describes one molecule with the formula C5H7NOS in a non-equilibrium geometry. The level of theory is the ωB97M-V functional and the def2-TZVPD basis.

E_HOMO   -0.3315 hartree
HOMO-LUMO gap   7.848 eV
SMILES   C=C(NC=O)C(C)=S
E_LUMO   -1.17 eV

Last column: Mulliken charge in e.
Geometry (Å):
N -1.14 0.00 -0.20  -0.20
H 0.52 2.97 -0.13  0.20
C -0.03 0.72 -0.11  0.51
H 2.31 1.87 -0.88  0.28
C -2.54 0.17 -0.12  0.08
C 2.39 0.99 -0.09  -1.07
H -3.00 1.23 -0.51  0.26
H 2.73 1.38 0.98  0.28
C 1.28 0.04 -0.05  0.47
S 1.50 -1.59 0.06  -0.29
H 3.42 0.46 -0.25  0.35
C -0.14 2.01 0.29  -0.69
H -1.05 -0.97 0.11  0.16
H -1.40 2.07 0.67  0.20
O -3.18 -0.88 0.12  -0.53

---

Record 7
This record from OMol25 describes one molecule with the formula C5H7NOS2 in a non-equilibrium geometry. The level of theory is the ωB97M-V functional and the def2-TZVPD basis.

E_HOMO (spin up / spin down)   -0.2970 / -0.2906 hartree
HOMO-LUMO gap (spin up / spin down)   7.129 / 6.680 eV
E_LUMO (spin up / spin down)   -0.95 / -1.23 eV

Last column: Mulliken charge in e.
Geometry (Å):
H 0.35 2.15 0.03  0.41
H -0.40 1.09 -1.20  0.38
H -1.72 0.30 0.71  0.26
H 1.81 0.52 -1.72  0.47
H -0.08 0.20 1.73  0.34
H -0.81 -2.09 0.72  0.29
C -0.33 -1.22 0.11  -0.51
O 3.00 -2.90 0.37  -0.65
C -0.54 0.16 0.73  -0.45
N 1.93 -2.43 0.21  0.45
H -0.65 -1.23 -0.98  0.26
S 2.81 1.06 0.40  0.11
C 1.04 -1.67 0.04  0.15
C 0.21 1.15 -0.34  -0.88
S 4.48 0.53 -0.36  -0.28
C 1.59 0.67 -0.71  -0.34

---

Record 8
This record from OMol25 describes one molecule with the formula C5H7NS in a non-equilibrium geometry. The level of theory is the ωB97M-V functional and the def2-TZVPD basis.

E_HOMO (spin up / spin down)   -0.2693 / -0.2552 hartree
HOMO-LUMO gap (spin up / spin down)   7.611 / 7.580 eV
E_LUMO (spin up / spin down)   0.28 / 0.63 eV

Last column: Mulliken charge in e.
Geometry (Å):
H 0.81 2.50 -0.27  0.34
C 0.59 1.63 -0.89  -0.54
C 1.40 0.43 -0.34  -0.11
C 0.68 -1.70 1.17  -0.91
H 2.42 0.68 -0.63  0.30
N -2.76 -0.46 -0.07  -0.43
H 1.31 -2.57 1.01  0.28
C 1.14 -0.59 0.36  -0.07
H 0.75 -1.42 2.23  0.27
H 0.93 1.85 -1.90  0.37
H -0.35 -1.98 0.94  0.26
S -1.28 1.67 -1.07  -0.17
H -3.77 -0.31 -0.12  0.23
C -1.86 0.28 -0.42  0.21

---

Record 9
This record from OMol25 describes one molecule with the formula C5H7NS2. The level of theory is the ωB97M-V functional and the def2-TZVPD basis.

E_HOMO   -0.3175 hartree
HOMO-LUMO gap   8.392 eV
SMILES   C=C(CC=S)NC=S
E_LUMO   -0.25 eV

Last column: Mulliken charge in e.
Geometry (Å):
H -0.02 2.44 -0.96  0.28
C -0.53 1.48 -0.75  -1.03
H -1.57 1.45 -1.01  0.29
H -2.20 0.05 1.31  0.37
C -0.67 -0.87 0.09  -0.33
H 3.30 0.07 0.60  0.31
H -0.58 -1.56 -0.74  0.39
N 1.41 0.55 0.24  -0.16
C 0.06 0.42 -0.19  0.51
H 1.68 1.48 0.50  0.28
C 2.40 -0.36 0.18  -0.20
S -3.39 -1.28 -0.25  -0.18
C -2.10 -0.63 0.46  -0.59
H -0.16 -1.36 0.93  0.35
S 2.38 -1.89 -0.40  -0.29

---

Record 10
This record from OMol25 describes a 2-piece molecular cluster, C5H7NS2 overall in a non-equilibrium geometry. The level of theory is the ωB97M-V functional and the def2-TZVPD basis.

E_HOMO   -0.2968 hartree
HOMO-LUMO gap   7.424 eV
E_LUMO   -0.65 eV

Last column: Mulliken charge in e.
Geometry (Å):
H -1.15 1.59 1.77  0.27
N -0.29 0.24 0.23  0.20
C -0.80 -0.57 -0.77  -0.26
C 2.39 0.15 0.48  -0.29
H -3.01 -0.82 -1.36  0.33
H 1.65 -1.93 0.89  0.19
H -3.44 0.98 0.55  0.44
S 3.47 1.17 -0.36  -0.06
C -2.50 0.61 0.24  -0.49
H 0.53 0.38 0.56  0.35
H 3.87 0.30 -1.17  0.10
C -1.28 0.94 0.85  -0.39
C -2.17 -0.39 -0.81  -0.56
S 2.82 -1.53 0.29  -0.15
H -0.09 -1.11 -1.39  0.32

---

For each record above, in turn, the calculated ΔE to the lowest compared entry with this formula, charge and spin values are 38.6, 18.1, 106.2, 125.1, 20.1, 93.2, 100.5, 119.4, 29.0, 81.2 kcal/mol.
For each record above, in turn, the calculated DFT total energy values are -14976.50970, -14977.39838, -19666.99780, -19666.17854, -19670.73257, -19667.55981, -30501.57431, -17618.46872, -28457.60769, -28455.34506 eV.